Entry 1:
{"formula": "C7H8N3", "method": "the ωB97M-V functional and the def2-TZVPD basis", "total_charge": 1, "e_above_lowest_kcal_mol": 61.38, "largest_force_ev_per_a": 4.86, "orbital_gap_ev": [6.923, 6.922], "homo_energy_ev": [-12.14, -12.15], "symbols": ["N", "N", "N", "C", "C", "C", "C", "C", "C", "C", "H", "H", "H", "H", "H", "H", "H", "H"], "xyz": [[-2.12251, -1.25255, 0.20546], [1.90568, -1.47140, 0.03772], [-2.33104, 0.93288, -0.38961], [1.80764, 1.45558, 0.39041], [0.67726, -1.12948, 0.16452], [0.43968, 1.27152, 0.13611], [2.86307, -0.66287, -0.55632], [-1.56299, -0.12799, -0.20204], [-0.15216, 0.01583, -0.12178], [2.68826, 0.53958, -0.19698], [3.84805, -1.06397, -1.05445], [-0.04529, -1.91741, 0.56980], [-1.79963, 1.73864, -0.65549], [-3.26843, 0.84583, -0.69506], [-3.11242, -1.20586, 0.36586], [-0.31334, 2.00739, 0.62476], [2.15932, 2.23710, 1.05187], [-1.68115, -2.21281, 0.32522]], "atomic_forces_ev_per_a": [[-0.506, -2.150, -0.206], [-1.147, -1.258, 1.294], [1.156, 0.036, -0.318], [1.108, -0.792, -1.511], [-1.182, -2.305, -0.394], [-1.975, 0.940, 1.428], [3.385, -1.724, -2.160], [0.231, -0.591, 1.820], [2.874, 1.528, -0.643], [-2.431, 3.611, 2.160], [-2.580, 0.437, 0.582], [2.025, 0.542, -0.216], [-0.421, 0.551, -0.316], [-0.890, 0.076, -0.127], [-0.283, -0.395, -0.062], [1.514, -0.596, -1.102], [-0.082, -0.169, 0.139], [-0.796, 2.257, -0.365]], "mulliken_charge": [-0.384, -0.430, -0.399, -0.788, -0.189, -0.038, -0.310, 0.660, 0.481, 0.226, 0.303, 0.202, 0.218, 0.259, 0.234, 0.306, 0.402, 0.247]}

---

Entry 2:
{"formula": "C5H12N2O2", "method": "the ωB97M-V functional and the def2-TZVPD basis", "total_charge": 0, "e_above_lowest_kcal_mol": 65.11, "largest_force_ev_per_a": 3.61, "orbital_gap_ev": 10.113, "homo_energy_ev": -9.40, "symbols": ["O", "O", "N", "N", "C", "C", "C", "C", "C", "H", "H", "H", "H", "H", "H", "H", "H", "H", "H", "H", "H"], "xyz": [[1.26157, -1.16514, 0.80026], [-0.95567, -2.02687, 1.36630], [0.82564, 1.85590, 1.67844], [-0.67606, 0.39914, 0.46374], [-1.56258, 0.90679, -0.58765], [1.54088, 1.26601, -0.53531], [0.67540, 1.06519, 0.68076], [-0.26171, -2.07223, -0.94488], [-0.29375, -1.55276, 0.46317], [-1.92217, 1.89955, -0.31094], [1.48924, 2.29908, -0.88426], [0.40754, -2.93043, -0.99545], [-2.42330, 0.24124, -0.68420], [1.33656, -1.24140, 1.76684], [-1.05783, 0.92546, -1.55230], [1.29523, 0.57596, -1.34170], [2.56712, 1.04862, -0.23508], [0.09822, 1.75430, 2.38358], [0.09734, -1.30884, -1.63334], [-1.17788, 0.44760, 1.34894], [-1.26379, -2.38718, -1.24696]], "atomic_forces_ev_per_a": [[-2.133, -0.895, -0.254], [0.538, 0.815, -0.921], [0.512, -1.406, -0.443], [1.350, -0.167, 0.076], [0.176, 0.172, 0.120], [0.290, -0.731, 0.210], [-2.614, 2.465, -0.297], [-0.397, 0.684, -0.373], [2.309, -0.961, 2.134], [-0.010, 0.103, -0.315], [-0.132, -0.113, 0.109], [0.007, 0.109, 0.209], [0.097, -0.033, 0.130], [-0.216, -0.131, -0.329], [0.073, 0.135, 0.095], [-0.038, 0.072, 0.041], [-0.065, 0.106, -0.089], [-0.091, 0.009, -0.075], [0.073, -0.097, -0.064], [0.171, -0.213, -0.068], [0.102, 0.074, 0.105]], "mulliken_charge": [-0.606, -0.645, -0.802, -0.262, -1.021, -1.083, 0.800, -1.087, 0.997, 0.353, 0.310, 0.305, 0.337, 0.289, 0.364, 0.283, 0.298, 0.222, 0.269, 0.374, 0.304]}

---

Entry 3:
{"formula": "C12H19NSiV", "method": "the ωB97M-V functional and the def2-TZVPD basis", "total_charge": 0, "e_above_lowest_kcal_mol": 50.53, "multiplicity": 2, "largest_force_ev_per_a": 5.51, "orbital_gap_ev": [7.483, 7.685], "homo_energy_ev": [-7.81, -8.02], "s_squared": 0.9134, "symbols": ["V", "Si", "N", "C", "C", "C", "C", "C", "C", "C", "C", "C", "C", "C", "C", "H", "H", "H", "H", "H", "H", "H", "H", "H", "H", "H", "H", "H", "H", "H", "H", "H", "H", "H"], "xyz": [[-0.81663, -0.48750, -1.89621], [0.04772, -0.04755, 2.91686], [-2.51416, -0.30188, -1.57496], [0.02449, -0.26073, 1.08774], [-0.23227, 1.97993, -1.86152], [0.03983, -1.78387, 3.63395], [0.88438, 0.70454, -3.42659], [1.61234, -1.46145, -2.25223], [-0.51037, 0.66190, -3.77520], [1.54520, 0.88247, 3.55346], [1.04231, 1.52141, -2.26998], [-0.09971, -0.53296, -0.11921], [-1.48052, 0.88891, 3.48134], [-1.20898, 1.48284, -2.79600], [0.43372, -2.12460, -2.53459], [-2.39278, 0.40554, 3.10862], [-0.42684, 2.72315, -1.08919], [1.86987, -1.17269, -1.23281], [2.41692, -1.41929, -2.98392], [-1.47166, 1.92269, 3.11073], [-1.54123, 0.92734, 4.57730], [2.47783, 0.43840, 3.18304], [-0.04368, -2.76142, -1.77569], [1.57145, 0.85739, 4.65203], [-2.24132, 1.80618, -2.86649], [0.14166, -2.38498, -3.55917], [0.90537, -2.34263, 3.25300], [0.07643, -1.78753, 4.73087], [-3.49778, -0.26014, -1.32038], [-0.95107, 0.18490, -4.65174], [1.52509, 1.93634, 3.24658], [1.99471, 1.80010, -1.81871], [1.68839, 0.31766, -4.04676], [-0.86873, -2.31247, 3.31585]], "atomic_forces_ev_per_a": [[-3.547, 4.214, -0.200], [-0.142, -0.148, 0.184], [2.561, -2.617, -0.307], [0.126, -0.462, -1.485], [-0.571, -0.522, -1.033], [-0.007, -0.072, -0.026], [-0.566, 0.879, -0.066], [-0.737, -1.644, 0.016], [0.111, 0.733, 0.523], [0.222, 0.080, -0.111], [-0.190, -0.513, -0.593], [0.345, 0.588, 3.974], [-0.152, 0.029, -0.114], [1.200, 0.607, -0.847], [1.181, -1.539, -0.329], [0.158, 0.104, 0.066], [0.000, -0.614, -0.013], [-0.046, -0.366, -0.224], [-0.484, 0.665, -0.113], [-0.004, -0.206, 0.048], [0.066, -0.035, -0.190], [-0.141, 0.095, 0.081], [-0.048, 0.714, 0.160], [-0.047, -0.025, -0.224], [0.325, -0.208, 0.104], [0.554, -0.045, 0.281], [-0.183, 0.071, 0.111], [0.002, 0.025, -0.188], [0.270, 0.319, -0.154], [0.173, 0.273, 0.318], [0.015, -0.201, 0.023], [-0.364, -0.299, -0.002], [-0.279, 0.043, 0.265], [0.197, 0.075, 0.066]], "mulliken_spin": [1.464, 0.000, -0.461, 0.262, -0.021, 0.005, -0.042, 0.009, 0.053, 0.003, -0.031, -0.271, 0.004, -0.009, 0.015, 0.000, -0.002, 0.003, 0.000, 0.000, 0.000, 0.000, -0.001, 0.000, -0.012, 0.012, 0.001, 0.000, 0.012, 0.015, 0.000, -0.002, -0.002, -0.001]}

---

Entry 4:
{"formula": "C29H35N5Ti", "method": "the ωB97M-V functional and the def2-TZVPD basis", "total_charge": -2, "e_above_lowest_kcal_mol": 4.23, "largest_force_ev_per_a": 1.67, "orbital_gap_ev": [2.956, 2.952], "homo_energy_ev": [1.86, 1.86], "symbols": ["Ti", "N", "N", "N", "N", "N", "C", "C", "C", "C", "C", "C", "C", "C", "C", "C", "C", "C", "C", "C", "C", "C", "C", "C", "C", "C", "C", "C", "C", "C", "C", "C", "C", "C", "C", "H", "H", "H", "H", "H", "H", "H", "H", "H", "H", "H", "H", "H", "H", "H", "H", "H", "H", "H", "H", "H", "H", "H", "H", "H", "H", "H", "H", "H", "H", "H", "H", "H", "H", "H"], "xyz": [[0.51640, 0.03115, 0.11126], [2.51178, -0.15195, 0.54723], [0.39652, -0.44847, 2.43343], [-1.40832, 0.72532, -0.37333], [0.36077, -1.61195, -0.46579], [-1.88609, -2.35140, 1.64833], [3.30567, 1.02499, 0.39201], [4.68268, 0.98474, 0.56759], [-1.56476, 1.85153, 1.75063], [-0.68217, -3.05952, -2.14994], [2.56884, 2.15155, -0.07301], [-1.12210, -2.39076, 2.88377], [3.07648, 3.47321, 0.02959], [2.35779, 4.53947, -0.45830], [1.74445, -2.44083, -2.31551], [-3.55848, 1.75360, 3.09956], [5.34983, -0.17534, 0.92323], [-1.24882, 0.39421, -2.75433], [1.09835, 4.32262, -1.05520], [-1.96059, 0.86173, -1.62294], [-3.65530, 1.67289, -3.18979], [-0.53168, -1.07597, 3.38132], [1.25396, 1.89486, -0.61617], [-3.47267, 0.63496, 0.95742], [0.58958, -2.72564, -1.34490], [-2.95505, 1.17696, -4.28066], [0.58488, 3.03618, -1.10793], [-2.14956, 1.05734, 0.74377], [-4.15707, 0.97486, 2.11352], [-3.17957, 1.52739, -1.89376], [4.54649, -1.34993, 1.13180], [0.95042, -3.99440, -0.54598], [-1.73612, 0.54417, -4.03614], [-2.25431, 2.18748, 2.90052], [3.20894, -1.29257, 0.93291], [-0.30535, -3.11071, 2.76331], [-0.02386, -1.27939, 4.32750], [0.92686, 0.29177, 2.87065], [1.91163, -3.28573, -2.99745], [-1.27648, -2.10721, 0.87708], [2.65532, -2.24773, -1.74388], [-0.56688, 2.24032, 1.57460], [-4.59130, 2.20016, -3.34786], [1.06886, -1.12458, 2.08111], [-2.57205, -1.60492, 1.69535], [5.24990, 1.88966, 0.37007], [0.14447, -4.22878, 0.15806], [-0.51609, -3.91158, -2.82362], [-1.15195, 0.16722, -4.86931], [-4.09555, 2.02139, 4.00120], [-3.74180, 1.96249, -1.07981], [4.99517, -2.29459, 1.41885], [4.02535, 3.64943, 0.52543], [1.52688, -1.54708, -2.90586], [-5.17653, 0.62862, 2.24568], [-1.77928, 2.81031, 3.64937], [-1.76233, -2.76689, 3.68657], [-0.28811, -0.06280, -2.57056], [-1.35235, -0.38141, 3.57810], [-0.99832, -2.19534, -2.73692], [-3.93911, 0.00536, 0.21056], [6.42887, -0.20569, 1.01154], [-1.48789, -3.31086, -1.45236], [1.87390, -3.83894, 0.01787], [0.51714, 5.15739, -1.43387], [2.61085, -2.18860, 1.04887], [-0.40365, 2.92925, -1.55053], [2.75072, 5.54807, -0.36004], [1.09704, -4.85169, -1.21551], [-3.33521, 1.29053, -5.28843]], "atomic_forces_ev_per_a": [[1.014, -1.270, 0.367], [-0.400, 0.424, -0.452], [-0.240, -0.181, -0.524], [-1.023, 0.491, -0.167], [-0.159, -0.360, -0.441], [-0.359, -0.097, 0.410], [0.052, 0.049, 0.403], [0.013, -0.162, 0.074], [0.046, 0.074, -0.123], [-0.019, 0.087, 0.076], [0.032, -0.025, -0.157], [0.132, 0.040, -0.205], [-0.198, 0.100, -0.262], [-0.042, -0.068, -0.014], [0.022, 0.100, 0.028], [-0.117, -0.065, -0.008], [0.136, -0.134, 0.046], [-0.037, 0.116, 0.198], [0.131, -0.034, 0.025], [-0.078, -0.057, 0.131], [0.028, -0.007, 0.074], [-0.161, 0.208, -0.200], [0.379, 0.518, 0.460], [-0.039, -0.135, 0.205], [-0.018, -0.234, 0.072], [0.033, -0.046, 0.040], [0.058, -0.008, -0.107], [-0.060, 0.398, -0.143], [-0.022, 0.019, 0.027], [0.006, 0.020, -0.132], [0.215, 0.298, -0.032], [0.012, 0.049, 0.122], [-0.026, 0.014, 0.009], [0.003, -0.043, 0.031], [-0.137, 0.079, 0.034], [-0.028, -0.049, -0.063], [0.039, 0.003, 0.212], [0.154, 0.066, 0.076], [0.016, 0.031, 0.029], [0.442, 0.094, -0.453], [0.002, 0.026, -0.050], [0.036, -0.003, -0.034], [-0.014, 0.004, 0.021], [0.248, -0.172, 0.363], [-0.036, -0.001, 0.055], [-0.020, -0.011, 0.011], [0.055, 0.004, -0.038], [-0.011, 0.040, 0.034], [0.031, -0.011, 0.021], [-0.041, -0.008, 0.000], [-0.021, 0.021, -0.013], [0.003, -0.032, 0.000], [0.034, 0.009, -0.005], [0.008, -0.023, 0.007], [-0.013, -0.035, 0.018], [0.067, 0.024, 0.000], [-0.002, -0.090, 0.084], [0.103, -0.072, -0.068], [0.010, 0.113, 0.005], [-0.006, -0.085, 0.017], [-0.049, 0.016, -0.019], [0.010, 0.002, 0.014], [0.004, 0.021, -0.080], [-0.059, -0.021, -0.034], [0.002, 0.044, 0.000], [-0.094, -0.004, -0.051], [-0.016, -0.089, 0.058], [-0.002, 0.014, -0.005], [-0.027, 0.005, 0.039], [0.002, 0.009, -0.016]], "mulliken_charge": [-1.631, 0.765, 0.122, 1.252, 0.616, -0.518, 0.468, -0.820, -0.389, -1.548, 0.853, -0.859, -1.201, -0.425, -1.690, -0.581, -0.804, -0.536, -1.006, 0.078, -0.652, -0.601, 0.738, -0.189, 1.185, -0.584, 0.013, 0.012, -0.589, -0.660, -0.929, -1.711, -0.632, -0.777, 0.160, 0.336, 0.438, 0.201, 0.456, -0.074, 0.237, 0.357, 0.342, 0.143, 0.280, 0.256, 0.220, 0.484, 0.359, 0.337, 0.370, 0.350, 0.290, 0.250, 0.323, 0.371, 0.456, 0.713, 0.190, 0.225, 0.514, 0.316, 0.248, 0.347, 0.375, -0.009, 0.213, 0.313, 0.489, 0.357]}

---

Entry 5:
{"formula": "C3H4N2O2S", "method": "the ωB97M-V functional and the def2-TZVPD basis", "total_charge": 0, "e_above_lowest_kcal_mol": 84.27, "largest_force_ev_per_a": 5.45, "orbital_gap_ev": 9.869, "homo_energy_ev": -9.64, "symbols": ["S", "O", "O", "N", "N", "C", "C", "C", "H", "H", "H", "H"], "xyz": [[0.89365, -1.19732, -0.85163], [1.32665, -0.01181, -0.05522], [-0.21550, -0.78330, -2.03181], [-0.71973, 2.54270, -0.76866], [0.50293, 2.37929, 2.58567], [-0.11243, 2.61762, 0.19188], [-0.41317, -1.97943, 0.24683], [0.32254, 2.61098, 1.49413], [-0.75071, -2.74229, -0.30633], [-0.99133, -1.27686, 0.74671], [0.13764, -2.22438, 1.19896], [0.01945, 0.06480, -2.45054]], "atomic_forces_ev_per_a": [[-1.022, 0.868, 1.776], [-0.314, -0.728, -1.102], [0.270, 0.264, 0.414], [-0.268, 0.084, -1.239], [0.635, -0.083, 2.336], [-0.154, 0.118, 0.359], [4.698, 1.979, 1.941], [-0.196, -0.188, -1.515], [-1.955, -2.872, -1.396], [-1.990, 1.708, -0.500], [0.199, -0.867, -1.316], [0.097, -0.283, 0.242]], "mulliken_charge": [0.584, -0.553, -0.470, -0.331, -0.296, 0.315, -0.943, 0.327, 0.370, 0.331, 0.331, 0.335]}